Computed, not measured: a 8-piece molecular cluster, C42H108N8O13 overall, with ωB97M-V with the def2-TZVPD basis set.

```
171
C42H108N8O13 | the OMol25 dataset | ωB97M-V with the def2-TZVPD basis set
C 1.7406 -0.1061 0.1132
O 0.7168 0.6305 0.7024
C -0.5525 -0.1047 0.5619
C -1.1955 0.1478 -0.8481
C -1.5697 1.5777 -0.9332
N -2.4574 -0.5279 -0.9439
H 1.8022 -0.9017 0.8557
H 2.7494 0.3068 0.1108
H 1.5787 -0.5916 -0.8492
H -0.4356 -1.1734 0.7419
H -1.1310 0.3742 1.3519
H -0.4593 -0.1680 -1.5873
H -2.1152 1.9335 -1.8072
H -0.6959 2.1907 -0.7122
H -2.2297 1.8465 -0.1083
H -2.8461 -0.4101 -1.8686
H -3.1452 -0.0530 -0.3768
C 1.2391 -1.0915 2.7256
O 1.0522 -0.4397 3.9810
C -0.1990 0.2925 4.0992
C -0.3941 0.8617 5.5241
C -0.8868 -0.1832 6.5407
N -1.3453 1.9757 5.3808
H 2.0527 -1.8145 2.7847
H 1.4926 -0.3589 1.9593
H 0.3682 -1.7019 2.4866
H -0.2315 1.1048 3.3731
H -0.9975 -0.4453 4.0212
H 0.5434 1.2015 5.9641
H -0.7504 0.0785 7.5900
H -0.2258 -1.0455 6.4535
H -1.9257 -0.4648 6.3690
H -0.8257 2.8283 5.2285
H -1.9675 2.2667 6.1213
C -3.9593 -2.5148 -3.4547
O -4.0616 -1.0815 -3.2637
C -4.1732 -0.1658 -4.3773
C -4.3967 1.2478 -3.8347
C -4.6418 2.3226 -4.9565
N -3.2308 1.7313 -3.0255
H -3.0214 -2.8218 -3.9175
H -4.8253 -2.7328 -4.0797
H -4.0936 -2.8564 -2.4284
H -3.3269 -0.1836 -5.0640
H -4.9410 -0.5194 -5.0655
H -5.1562 1.2362 -3.0530
H -4.7419 3.3210 -4.5308
H -5.5371 2.0341 -5.5072
H -3.9078 2.3783 -5.7603
H -2.6716 0.9646 -2.6798
H -3.5867 1.9834 -2.1145
C 2.4626 -2.6149 1.3654
O 3.2946 -2.2298 2.4606
C 3.9912 -3.2398 3.1356
C 4.6022 -2.8308 4.5376
N 6.0067 -2.4706 4.5257
C 6.4111 -1.3672 3.6287
C 7.8030 -1.0026 4.0348
O 8.2188 -0.1478 3.0599
C 9.5597 0.2803 3.2890
H 1.6368 -3.2919 1.5839
H 2.9089 -3.0004 0.4487
H 1.9103 -1.7929 0.9100
H 4.8284 -3.5695 2.5204
H 3.5648 -4.2422 3.1735
H 4.3675 -3.5248 5.3446
H 4.0505 -1.9220 4.7783
H 6.4978 -2.5205 5.4068
H 5.8206 -0.4532 3.6919
H 6.3270 -1.7272 2.6034
H 8.2999 -1.9718 4.0786
H 7.7292 -0.6084 5.0483
H 9.7081 1.3052 2.9490
H 10.3590 -0.3576 2.9118
H 9.6744 0.4449 4.3604
C -7.2748 3.9675 -2.1068
O -6.3060 2.9905 -1.7849
C -5.3822 3.4552 -0.8936
C -4.9149 2.2337 -0.0366
N -3.7369 2.7460 0.6954
C -3.3331 1.8299 1.6899
C -2.2166 2.3930 2.6249
O -2.8393 3.3013 3.5450
C -1.9910 4.1650 4.2536
H -6.6649 4.7607 -2.5392
H -7.7527 4.3909 -1.2233
H -7.8996 3.6606 -2.9455
H -5.8834 4.1121 -0.1828
H -4.5576 3.9177 -1.4361
H -4.4996 1.4921 -0.7190
H -5.7524 1.8442 0.5422
H -4.0374 3.5346 1.2503
H -2.9632 0.9723 1.1280
H -4.1695 1.4115 2.2497
H -1.4397 2.9368 2.0876
H -1.8169 1.5770 3.2271
H -1.1111 3.6597 4.6516
H -2.5130 4.6811 5.0593
H -1.4778 4.9090 3.6443
C 0.6167 -3.7457 -0.4448
O 1.3668 -2.6254 -0.2171
C 2.3322 -2.2492 -1.2520
C 3.7525 -2.8498 -1.0085
N 4.7372 -2.1206 -1.7893
C 5.9963 -2.8655 -1.8902
C 6.9686 -2.1545 -2.8833
O 6.2679 -1.9141 -4.0706
C 7.0439 -1.3279 -5.1230
H 0.0878 -3.8739 -1.3892
H -0.0997 -3.7573 0.3766
H 1.2380 -4.6169 -0.2369
H 2.4184 -1.1791 -1.0630
H 1.9873 -2.5151 -2.2512
H 3.6238 -3.9167 -1.1910
H 3.9304 -2.7822 0.0648
H 4.4749 -2.0769 -2.7637
H 5.7464 -3.8954 -2.1453
H 6.4653 -2.8488 -0.9064
H 7.7483 -2.8535 -3.1859
H 7.4181 -1.2599 -2.4523
H 6.4130 -1.3405 -6.0118
H 7.8555 -1.9539 -5.4938
H 7.5438 -0.4014 -4.8404
C 2.1399 1.5943 -1.3785
O 2.0863 1.4948 -2.7947
C 0.7605 1.7857 -3.2160
C 0.4792 1.0320 -4.5426
N 1.4384 1.4793 -5.5053
C 1.4946 0.6389 -6.7172
C 2.4515 1.3217 -7.7222
O 2.7416 0.7074 -8.8903
C 1.6212 0.4828 -9.8262
H 2.9710 2.1357 -0.9265
H 2.3704 0.5844 -1.0394
H 1.3055 1.9605 -0.7804
H 0.6474 2.8492 -3.4264
H 0.0745 1.4622 -2.4333
H -0.5254 1.2974 -4.8717
H 0.4390 -0.0404 -4.3517
H 2.3403 1.6445 -5.0819
H 0.5857 0.5896 -7.3169
H 1.7979 -0.4023 -6.6077
H 3.3745 1.4496 -7.1567
H 2.0199 2.2946 -7.9573
H 1.9272 0.0324 -10.7704
H 1.1918 1.4453 -10.1041
H 0.8880 -0.1227 -9.2933
C -6.5666 -1.2093 1.3679
O -5.2366 -1.2936 0.9507
C -4.5142 -2.3036 1.6162
C -3.0513 -1.8121 1.8284
N -2.8330 -0.6138 2.6221
C -2.8095 -0.9141 4.0479
C -3.0236 0.4456 4.8048
O -4.0270 1.2423 4.3555
C -4.0691 2.4999 4.9631
H -7.0428 -2.1764 1.5289
H -7.1454 -0.8532 0.5157
H -6.7348 -0.4641 2.1455
H -4.6011 -3.1150 0.8936
H -4.9079 -2.7298 2.5389
H -2.5817 -1.7553 0.8463
H -2.4091 -2.6121 2.1967
H -3.6066 0.0235 2.4974
H -1.9996 -1.5411 4.4206
H -3.6253 -1.5894 4.3058
H -2.0696 0.9550 4.6688
H -3.3069 0.0771 5.7907
H -4.6245 3.2447 4.3931
H -3.1489 3.0530 5.1515
H -4.5990 2.3835 5.9085
```

For the HOMO-LUMO gap, the calculation gives 8.09 eV. As for the SMILES: COC[C@H](C)N.COC[C@H](C)N.COC[C@H](C)N.COCCNCCOC.COCCNCCOC.COCCNCCOC.COCCNCCOC.COCCNCCOC. Its total energy is -3079.88248 a.u. Its largest force on an atom is 8.70 eV/A. As for the energy above the lowest of the compared OMol25 structures with the same formula, charge and spin: 653.6 kcal/mol.

These are the Mulliken partial charges, in e, on atoms 1 to 4: C -0.693; O -0.729; C 1.144; C -0.347